(1)
Here is C27H22Cl5OS3Sc as an isolated structure at a distorted geometry from the OMol25 dataset. Energies are from wB97M-V/def2-TZVPD.

```
59
Properties=species:S:1:pos:R:3:forces:R:3:mulliken_charge:R:1
Sc 0.622555 1.683912 -0.712343 -0.744 -1.592 1.058 -0.14
C 1.454853 3.711978 2.138624 -0.068 -0.102 -0.069 -0.73
C 2.487980 2.637528 2.465150 -0.048 -0.015 -0.143 -0.83
S 2.708302 1.392852 1.157734 0.164 0.014 -0.131 0.03
C 2.570586 -0.184854 2.047425 -0.077 0.062 -0.012 -0.67
C 1.281089 -0.419666 2.822943 -0.173 0.004 -0.076 -1.11
S -0.181406 -0.233768 1.764852 0.098 0.019 -0.123 0.36
C -1.252137 0.812787 2.775394 0.131 -0.078 -0.111 -1.01
C -0.713945 2.197152 3.108422 0.010 0.001 -0.121 -0.69
S -0.189036 3.134356 1.641687 -0.070 0.092 -0.106 -0.04
H 1.333211 4.370243 2.998995 0.072 0.057 -0.013 0.46
H 1.781427 4.321548 1.294523 0.022 0.026 0.017 0.38
H 3.455999 3.114233 2.613003 -0.008 0.024 0.091 0.54
H 2.235883 2.102837 3.378568 0.001 0.020 0.024 0.37
H 2.679945 -0.930906 1.257250 0.005 -0.037 0.022 0.32
H 3.435900 -0.257833 2.706013 0.019 -0.066 -0.014 0.50
H 1.295041 -1.445801 3.191593 0.067 0.011 0.071 0.56
H 1.195068 0.244032 3.683210 0.065 -0.022 0.017 0.45
H -2.157932 0.888264 2.170785 -0.040 0.000 0.062 0.38
H -1.508177 0.282791 3.693189 -0.074 0.055 0.025 0.42
H -1.493547 2.783458 3.593556 0.015 -0.010 0.070 0.51
H 0.133466 2.142299 3.789727 -0.021 -0.019 0.037 0.35
Cl 2.005814 4.941468 -6.814433 -0.008 -0.003 -0.005 -0.19
C 1.506883 4.531932 -5.222583 -0.026 0.009 0.021 0.48
C 2.247683 3.631066 -4.468295 0.055 -0.051 0.019 -0.33
Cl 3.663588 2.897508 -5.106938 -0.012 0.017 0.001 -0.19
C 1.828772 3.324851 -3.182699 0.014 -0.045 0.035 1.13
Cl 2.713615 2.168429 -2.210755 0.249 0.107 -0.286 -0.20
C 0.690637 3.878676 -2.586186 0.076 -0.063 -0.068 -0.42
O 0.329918 3.545873 -1.363696 -0.012 0.158 -0.419 -0.43
C -0.037823 4.780376 -3.374564 -0.190 0.113 0.150 0.41
Cl -1.449822 5.467611 -2.673948 0.010 -0.002 -0.022 -0.18
C 0.354798 5.097038 -4.667516 0.051 0.008 -0.014 -0.02
Cl -0.583677 6.192320 -5.596885 0.001 0.017 0.001 -0.17
C -0.307198 -0.015805 -1.420960 0.233 1.071 -0.233 -0.24
C -0.741760 -1.179552 -1.223205 0.298 0.296 0.124 0.55
C -1.124984 -2.417148 -0.814505 -0.034 -0.116 0.025 -0.41
C -0.039436 -3.306103 -0.363426 -0.116 0.068 0.139 0.22
C -0.171896 -4.157658 0.746259 0.015 0.000 -0.008 -0.11
C 0.900159 -4.900554 1.219366 -0.025 0.026 -0.013 -0.83
C 2.144556 -4.823946 0.605738 0.017 0.027 0.026 -0.49
C 2.294098 -3.992921 -0.498515 -0.011 0.034 0.028 -0.65
C 1.223821 -3.250550 -0.974215 0.031 0.001 0.009 -0.49
C -2.552409 -2.704468 -0.648981 -0.100 -0.141 -0.083 0.34
C -3.501085 -1.666082 -0.635771 0.084 -0.004 0.044 -0.58
C -4.851689 -1.917959 -0.457371 0.000 -0.014 -0.012 -0.69
C -5.315611 -3.216971 -0.291184 0.049 -0.004 0.005 -0.46
C -4.399421 -4.259830 -0.334927 0.010 -0.003 -0.001 -0.72
C -3.047921 -4.012357 -0.519423 0.018 0.038 -0.005 -0.04
H -1.123364 -4.210943 1.259947 0.011 -0.006 -0.001 0.58
H 0.765648 -5.540793 2.083935 -0.019 0.011 -0.008 0.38
H 2.981157 -5.400494 0.980861 -0.023 -0.017 -0.029 0.41
H 3.253444 -3.934204 -1.000739 -0.022 0.016 -0.012 0.40
H 1.349278 -2.611375 -1.839892 0.005 -0.004 0.000 0.50
H -3.151328 -0.649633 -0.776543 -0.034 0.010 0.025 0.38
H -5.555390 -1.093178 -0.445939 0.040 0.015 -0.014 0.36
H -6.369417 -3.414016 -0.140974 0.009 0.006 -0.015 0.38
H -4.744228 -5.282396 -0.234115 0.020 -0.001 -0.010 0.36
H -2.360564 -4.845677 -0.587211 -0.010 -0.014 0.028 0.56
```
Forces are in eV/Å.

HOMO-LUMO gap ... 4.89 eV
2S+1 ... 1
HOMO energy ... -0.1916 Eh
LUMO level ... -0.32 eV


(2)
Here is C27H22F5N4OPdS2Sb as an isolated structure at a distorted geometry from the OMol25 dataset. Energies are from wB97M-V/def2-TZVPD.

```
63
Properties=species:S:1:pos:R:3:forces:R:3:lowdin_spin:R:1
Pd 1.568525 0.133285 0.013178 0.522 1.049 0.663 1.12
N 5.406398 0.250849 1.920385 0.022 0.002 0.035 0.00
C 5.977226 0.520681 0.696923 -0.014 0.016 -0.053 0.00
C 4.940483 0.668196 -0.172902 -0.006 0.013 -0.033 0.00
N 3.762359 0.500184 0.496171 -0.170 -0.227 0.180 0.07
C 4.062482 0.241188 1.747107 0.148 0.038 -0.052 0.00
C 3.048622 -0.000142 2.757242 -0.100 0.072 0.071 0.00
N 1.801093 -0.267344 2.453704 0.093 -0.209 -0.114 0.05
C 1.118991 -0.330081 3.638123 0.021 0.023 -0.016 0.00
C 1.972221 -0.099749 4.675507 -0.084 0.003 -0.005 0.00
N 3.201446 0.115465 4.101565 0.094 -0.079 -0.024 0.00
H 5.912233 0.020737 2.757136 -0.024 -0.004 0.001 0.00
H 7.041888 0.579454 0.563266 0.005 -0.007 0.005 0.00
H 4.954300 0.881231 -1.227009 0.012 0.003 -0.005 0.00
H 0.059433 -0.520860 3.666101 0.003 -0.025 0.039 0.00
H 1.820407 -0.063161 5.738946 0.011 -0.002 0.005 0.00
H 4.043682 0.353411 4.594662 -0.020 0.036 0.002 0.00
F -7.257983 0.933207 0.965888 0.011 -0.005 0.008 0.00
C -5.941546 0.702590 0.790657 0.026 -0.006 0.001 0.00
C -5.498977 -0.601291 0.701239 -0.009 -0.027 0.007 0.00
C -4.142964 -0.831501 0.509882 0.019 0.016 -0.044 0.01
C -3.249918 0.229746 0.401325 0.239 0.046 0.150 0.08
C -3.728953 1.531233 0.535439 0.079 -0.022 0.018 0.01
C -5.081209 1.779426 0.721063 -0.030 0.035 0.006 0.00
Sb -1.139743 -0.089807 0.023970 -0.305 -0.609 -0.895 0.11
C -1.163825 -2.232667 -0.080155 -0.259 0.158 0.025 0.00
C -1.836227 -2.929022 -1.083105 0.003 -0.019 0.059 0.00
C -1.791222 -4.315382 -1.142113 -0.030 -0.011 -0.032 0.00
C -1.072278 -4.991851 -0.176324 0.005 0.034 0.008 0.00
F -1.027715 -6.338211 -0.224440 0.006 0.010 -0.007 0.00
C -0.392461 -4.338969 0.831669 0.027 -0.013 0.017 0.00
C -0.443207 -2.952547 0.869828 0.008 0.022 -0.033 0.00
C -1.240060 0.281241 -2.099335 -0.097 0.015 0.238 -0.01
C -0.477129 -0.477143 -2.984073 -0.011 -0.002 0.052 0.00
C -0.377557 -0.126931 -4.321626 0.031 -0.012 -0.028 0.00
C -1.041974 1.001664 -4.759038 -0.008 -0.020 0.031 0.00
F -0.935150 1.359813 -6.055286 -0.009 -0.014 0.002 0.00
C -1.812320 1.773186 -3.916235 -0.030 0.053 0.001 0.00
C -1.903308 1.404400 -2.580655 -0.035 -0.089 -0.004 0.00
H -6.206617 -1.415522 0.780896 -0.004 0.003 -0.002 0.00
H -3.787049 -1.851664 0.443439 -0.019 -0.016 -0.019 0.00
H -3.041814 2.369849 0.510223 -0.008 0.026 -0.028 0.00
H -5.469864 2.784021 0.819454 0.005 0.001 -0.004 0.00
H -2.400734 -2.387139 -1.833097 0.013 -0.008 -0.027 0.00
H -2.298657 -4.870492 -1.919787 -0.006 0.003 0.007 0.00
H 0.176909 -4.908364 1.553718 -0.008 -0.002 0.002 0.00
H 0.123707 -2.429332 1.632009 0.011 -0.007 0.011 0.00
H 0.059852 -1.350855 -2.634819 0.027 0.014 0.016 0.00
H 0.216653 -0.705522 -5.016124 -0.003 0.004 -0.001 0.00
H -2.320417 2.647383 -4.300300 0.007 0.001 -0.005 0.00
H -2.510062 2.008254 -1.917019 -0.007 0.036 0.007 0.00
C 0.861052 5.382481 0.189713 0.011 0.041 0.040 0.01
O 1.212799 4.415208 -0.798961 -0.007 -0.001 -0.020 0.01
C 1.358572 3.145145 -0.429982 0.109 -0.038 0.009 0.02
S 1.123730 2.613409 1.148004 -0.084 0.096 0.025 0.08
S 1.807116 2.084673 -1.665068 -0.210 -0.436 -0.128 0.17
H -0.033543 5.076160 0.729743 -0.009 0.002 -0.017 0.00
H 0.684138 6.303671 -0.357928 0.012 -0.002 -0.013 0.00
H 1.677087 5.512947 0.900427 -0.008 -0.017 0.006 0.00
F 2.814427 -2.355173 0.351479 0.007 -0.088 -0.057 0.04
C 2.150137 -1.753605 -0.722077 0.255 0.109 -0.090 0.16
F 3.138211 -1.520625 -1.669941 -0.002 -0.105 -0.014 0.03
H 1.528330 -2.549453 -1.142687 -0.228 0.144 0.023 0.02
```
Forces are in eV/Å.

HOMO-LUMO gap (alpha / beta) ... 6.47 / 6.89 eV
ΔE to the lowest compared entry with this formula, charge and spin ... 12.4 kcal per mole
2S+1 ... 3
HOMO energy (alpha / beta) ... -0.2384 / -0.2801 Eh
LUMO level (alpha / beta) ... -0.02 / -0.73 eV


(3)
Here is C27H22GeN3O2Rh as an isolated structure from the OMol25 dataset. Energies are from wB97M-V/def2-TZVPD.

```
56
Properties=species:S:1:pos:R:3:forces:R:3:lowdin_spin:R:1
Rh 0.417797 -1.116511 0.152248 -0.292 0.094 0.147 0.59
N 2.560178 -1.615153 0.014367 0.069 -0.010 0.024 0.09
N 3.031748 -1.628478 1.341790 -0.029 0.000 0.017 0.00
C 2.178907 -1.243448 2.391315 -0.050 0.005 -0.020 0.00
O 2.630082 -1.051208 3.486506 0.016 -0.002 0.015 0.00
O 0.893427 -1.197348 2.089565 0.039 -0.014 0.002 0.02
H 2.774201 -2.503820 -0.427842 0.021 0.018 -0.022 0.00
H 2.981825 -0.862316 -0.525609 -0.025 0.035 0.026 0.00
H 3.998541 -1.375407 1.480900 0.012 -0.038 -0.010 0.00
N 2.590466 8.550109 0.268468 -0.002 0.001 0.002 0.00
C 2.353770 7.426348 0.260872 0.003 -0.008 -0.003 0.00
C 2.053984 6.019547 0.244091 0.002 0.022 -0.003 0.00
C 2.126784 5.278709 1.421050 -0.005 -0.016 0.003 0.00
C 1.834623 3.927355 1.401644 -0.003 0.017 0.007 0.00
C 1.466223 3.306188 0.207566 -0.005 -0.019 -0.009 0.00
C 1.400045 4.055994 -0.968627 0.006 0.010 0.006 0.00
C 1.692089 5.406247 -0.953669 0.000 -0.010 0.005 0.00
C 1.151220 1.905890 0.188630 0.041 0.015 -0.005 0.01
C 0.867976 0.732700 0.172231 -0.013 -0.067 -0.075 -0.01
H 2.412131 5.764708 2.343642 0.001 0.002 -0.001 0.00
H 1.889540 3.344374 2.310891 0.002 -0.004 -0.003 0.00
H 1.125541 3.567687 -1.894507 0.000 0.001 -0.001 0.00
H 1.645469 5.991590 -1.861541 0.000 0.000 0.000 0.00
C -2.145408 -0.805552 3.065618 0.074 -0.002 0.033 0.00
Ge -1.788806 -1.471271 1.306588 0.041 0.046 -0.057 0.04
C -1.587968 -3.343972 0.906918 0.172 0.002 0.081 0.01
C -2.511497 -4.014743 0.100924 0.019 -0.013 -0.091 0.00
C -2.291293 -5.336820 -0.248077 -0.048 0.030 -0.024 0.00
C -1.140300 -5.991305 0.177907 0.035 0.008 0.021 0.00
C -0.215961 -5.331806 0.972179 -0.018 -0.019 -0.012 0.00
C -0.437511 -4.010563 1.346790 -0.075 -0.029 0.074 0.00
C -2.108668 -0.260210 -0.157138 -0.040 -0.049 -0.036 0.02
C -2.675602 0.958037 0.178591 0.012 0.019 -0.002 0.07
C -2.611725 2.064492 -0.678377 -0.002 -0.003 0.008 0.00
C -1.893611 1.983893 -1.839747 -0.001 -0.001 -0.010 0.07
C -1.247906 0.785566 -2.219946 0.002 0.020 0.001 -0.01
C -0.439974 0.735504 -3.373110 -0.003 0.002 -0.005 0.04
C 0.233071 -0.405737 -3.728796 0.006 -0.011 0.010 -0.01
C 0.061393 -1.568696 -2.973024 -0.017 0.006 0.007 0.05
C -0.746985 -1.577134 -1.845130 -0.009 -0.014 -0.133 -0.02
C -1.391822 -0.375754 -1.408604 0.081 -0.068 0.062 0.00
H -3.208851 -0.898553 3.288932 -0.003 0.006 -0.007 0.00
H -1.837174 0.235865 3.129312 -0.005 0.000 0.011 0.00
H -1.573042 -1.391871 3.781795 0.001 -0.004 -0.006 0.00
H -3.402022 -3.511453 -0.258024 -0.006 0.004 0.007 0.00
H -3.018061 -5.860042 -0.855129 0.000 -0.001 0.001 0.00
H -0.972770 -7.022307 -0.103640 0.000 0.000 -0.002 0.00
H 0.669814 -5.847688 1.318516 0.000 0.007 0.005 0.00
H 0.260355 -3.517339 2.012689 0.015 0.017 -0.029 0.00
H -3.174824 1.073208 1.133188 -0.009 -0.004 -0.002 0.00
H -3.098880 2.988563 -0.399117 0.000 -0.001 0.001 0.00
H -1.795293 2.850308 -2.482293 0.001 0.001 0.001 0.00
H -0.349629 1.630277 -3.977018 0.000 0.002 0.003 0.00
H 0.862445 -0.419504 -4.607674 0.001 0.002 0.001 0.00
H 0.526671 -2.492992 -3.291844 -0.021 -0.005 -0.014 0.00
H -1.024760 -2.534177 -1.417227 0.005 0.021 -0.003 0.00
```
Forces are in eV/Å.

HOMO-LUMO gap (alpha / beta) ... 7.14 / 6.02 eV
ΔE to the lowest compared entry with this formula, charge and spin ... 21.2 kcal per mole
2S+1 ... 2
Total charge ... +1
HOMO energy (alpha / beta) ... -0.4104 / -0.4110 Eh
LUMO level (alpha / beta) ... -4.02 / -5.17 eV


(4)
Here is C27H22HgN5O2S as an isolated structure at a distorted geometry from the OMol25 dataset. Energies are from wB97M-V/def2-TZVPD.

```
58
Properties=species:S:1:pos:R:3:forces:R:3:lowdin_spin:R:1
Hg -0.329646 -0.637056 -0.289441 -2.153 -0.623 0.374 0.50
C 2.999218 0.531022 -2.583310 0.208 -0.263 0.414 0.00
C 4.117943 -0.104887 -2.071951 -0.006 0.035 -0.184 0.01
C 4.040274 -0.721760 -0.834617 -0.197 0.035 0.051 0.00
C 2.832381 -0.702670 -0.137599 0.410 -0.148 0.102 0.02
N 1.757825 -0.088972 -0.642295 1.489 0.305 -0.207 0.11
C 1.840589 0.512114 -1.821753 1.115 0.360 -0.438 0.03
C 2.669765 -1.356686 1.194471 0.360 -0.148 0.217 0.01
C 3.742555 -1.893366 1.908565 -0.016 -0.033 0.004 0.00
C 3.492902 -2.469139 3.144752 -0.079 0.107 -0.126 0.00
C 2.200765 -2.484300 3.642378 0.020 0.066 -0.138 0.00
C 1.188265 -1.920945 2.866098 0.277 -0.175 0.223 0.01
N 1.440008 -1.388994 1.677974 0.248 0.144 -0.071 0.03
C -0.237313 -1.855115 3.279032 -0.183 -0.026 0.156 0.01
C -0.734535 -2.265100 4.511827 0.070 -0.036 -0.058 0.00
C -2.092474 -2.123176 4.762057 -0.040 0.062 -0.090 0.00
C -2.907114 -1.572633 3.785199 0.112 -0.048 -0.012 0.00
C -2.327467 -1.209807 2.573294 -0.161 -0.211 0.361 0.01
N -1.029831 -1.350318 2.345987 -0.493 0.326 -0.385 0.06
H 3.012465 1.018913 -3.547670 0.037 0.043 0.025 0.00
H 5.040476 -0.131967 -2.636734 0.049 0.000 0.039 0.00
H 4.915998 -1.213059 -0.438853 -0.064 -0.057 0.086 0.00
H 0.931988 0.992813 -2.171011 1.305 -0.737 1.328 0.00
H 4.752689 -1.866009 1.529880 0.010 0.027 -0.047 0.00
H 4.303768 -2.894485 3.721132 0.005 0.003 -0.010 0.00
H 2.008182 -2.922117 4.609327 -0.128 -0.010 0.040 0.00
H -0.091235 -2.687227 5.268710 0.082 -0.027 0.025 0.00
H -2.503754 -2.448212 5.708957 0.002 0.043 0.015 0.00
H -3.968197 -1.427693 3.932473 -0.004 -0.045 0.044 0.00
H -2.930051 -0.815315 1.766057 -0.019 0.074 -0.063 0.00
C -4.202796 5.805393 3.677422 0.026 -0.049 -0.066 0.00
C -4.060175 4.705276 2.660021 -0.052 0.102 -0.015 0.00
C -3.317300 3.559984 2.930693 0.005 -0.021 -0.070 0.00
C -3.220519 2.543603 1.993711 0.020 0.049 0.043 0.00
C -3.861011 2.677583 0.772759 -0.152 -0.275 -0.203 0.00
C -4.585079 3.819001 0.474091 -0.032 0.021 -0.040 0.00
C -4.685217 4.825888 1.421281 0.096 -0.030 0.070 0.00
S -3.839067 1.299621 -0.366472 0.633 0.053 -0.094 0.02
O -4.741864 1.608484 -1.446563 -0.021 0.186 -0.060 0.00
O -4.154349 0.141329 0.433341 0.083 -0.004 0.096 0.01
N -2.302667 1.166882 -0.823821 -0.086 -0.527 0.404 0.09
C -1.797661 1.705914 -1.957645 -0.411 0.579 -0.360 0.01
C -2.376989 2.785302 -2.682315 0.048 -0.163 0.003 0.00
C -1.775433 3.234875 -3.829188 -0.105 0.047 0.124 0.00
C -0.582639 2.658236 -4.267136 0.152 -0.227 -0.110 0.00
C -0.061018 1.641447 -3.499981 -1.003 0.758 -1.173 0.00
N -0.639514 1.184099 -2.392478 -1.166 0.136 -0.032 0.04
H -3.700502 5.551597 4.609607 0.003 0.017 0.011 0.00
H -5.255935 5.990683 3.893147 0.008 0.030 0.034 0.00
H -3.774327 6.733729 3.296249 -0.004 0.029 0.052 0.00
H -2.821603 3.459865 3.889055 -0.003 -0.013 0.007 0.00
H -2.665843 1.639346 2.206515 0.022 -0.008 0.042 0.00
H -5.081633 3.895036 -0.484567 -0.039 -0.013 0.030 0.00
H -5.265892 5.715963 1.208984 -0.006 -0.003 -0.043 0.00
H -3.299998 3.211533 -2.328764 -0.044 0.073 -0.041 0.00
H -2.230279 4.040523 -4.392535 0.014 0.028 0.030 0.00
H -0.089314 2.981271 -5.172551 0.008 0.004 -0.002 0.00
H 0.864166 1.152423 -3.789629 -0.248 0.172 -0.312 0.00
```
Forces are in eV/Å.

HOMO-LUMO gap (alpha / beta) ... 5.83 / 6.81 eV
2S+1 ... 2
HOMO energy (alpha / beta) ... -0.2328 / -0.2758 Eh
LUMO level (alpha / beta) ... -0.51 / -0.70 eV